No. 1
C15H21N5O2 | ωB97M-V with the def2-TZVPD basis set

Last column: natural (NBO) charge in e.
Element x y z (Å)
1 C 0.272 4.060 0.123  -0.25
2 H 0.436 3.863 1.185  0.19
3 H -0.050 5.088 -0.027  0.19
4 H 1.204 3.870 -0.416  0.19
5 O -0.772 3.251 -0.382  -0.47
6 C -0.587 1.934 -0.297  0.73
7 N 0.531 1.480 0.239  -0.65
8 C 0.627 0.141 0.294  0.63
9 N -0.312 -0.699 -0.148  -0.62
10 C -1.385 -0.116 -0.679  0.61
11 N -1.579 1.200 -0.776  -0.61
12 N -2.321 -0.937 -1.198  -0.57
13 H -2.224 -1.909 -0.947  0.40
14 C -3.634 -0.452 -1.569  -0.27
15 C -4.569 -0.424 -0.403  0.25
16 C -4.748 0.506 0.579  -0.30
17 C -5.724 -0.027 1.456  -0.31
18 C -6.063 -1.240 0.944  0.08
19 O -5.367 -1.493 -0.178  -0.40
20 H -6.758 -1.989 1.269  0.20
21 H -6.117 0.432 2.340  0.23
22 H -4.242 1.446 0.655  0.24
23 H -3.495 0.562 -1.947  0.26
24 H -4.036 -1.102 -2.350  0.22
25 N 1.727 -0.382 0.850  -0.40
26 C 2.848 0.433 1.238  -0.22
27 H 2.507 1.465 1.308  0.25
28 C 3.986 0.301 0.214  -0.41
29 H 4.928 0.551 0.705  0.21
30 C 4.047 -1.121 -0.377  -0.21
31 C 3.350 -1.189 -1.736  -0.61
32 H 3.349 -2.211 -2.111  0.21
33 H 3.872 -0.563 -2.457  0.21
34 H 2.322 -0.846 -1.668  0.21
35 C 3.433 -2.117 0.611  -0.41
36 C 1.954 -1.810 0.861  -0.22
37 H 1.320 -2.249 0.088  0.24
38 H 1.641 -2.225 1.828  0.19
39 H 3.990 -2.069 1.549  0.20
40 H 3.526 -3.133 0.226  0.22
41 H 5.097 -1.396 -0.527  0.21
42 H 3.831 1.016 -0.594  0.21
43 H 3.184 0.101 2.226  0.19

Forces on the atoms, in the same order (eV/Å):
C 0.362 0.298 0.177
H 0.004 0.059 -0.091
H 0.011 -0.061 0.004
H -0.066 0.057 0.059
O -0.265 -0.267 -0.127
C 0.106 -0.544 0.036
N 0.099 0.469 -0.027
C -0.629 0.032 -0.086
N 0.136 -0.282 0.118
C 0.382 0.324 -0.054
N -0.397 0.264 -0.089
N -0.033 -0.301 -0.076
H 0.072 0.095 -0.021
C -0.199 -0.114 0.141
C 0.236 0.882 0.114
C 0.123 -0.324 -0.541
C -0.228 -0.523 -0.068
C -0.210 0.460 0.701
O 0.118 -0.302 -0.402
H -0.065 -0.152 -0.043
H -0.133 0.029 0.191
H 0.155 0.205 -0.051
H -0.172 -0.192 -0.050
H 0.016 0.154 0.003
N 0.052 -0.027 -0.029
C 0.336 0.377 0.025
H 0.118 -0.144 0.131
C -0.057 -0.082 0.141
H 0.029 0.063 -0.006
C 0.043 -0.091 -0.068
C 0.203 -0.047 0.167
H -0.040 -0.110 -0.103
H -0.002 0.068 -0.092
H -0.168 0.034 -0.060
C 0.061 0.169 -0.056
C -0.043 -0.469 0.031
H 0.126 -0.013 0.144
H -0.035 -0.053 -0.120
H 0.030 -0.072 0.036
H 0.007 -0.042 0.063
H -0.092 0.024 0.022
H 0.029 0.090 -0.020
H -0.021 0.060 -0.025

As for the total energy: -1008.48183 hartree. As for the SMILES: COc1nc(NCc2ccco2)nc(N2CCC(C)CC2)n1.

---

No. 2
C15H21N5O3 | ωB97M-V with the def2-TZVPD basis set

Last column: natural (NBO) charge in e.
Element x y z (Å)
1 N 1.059 -1.180 -0.679  -0.84
2 C 0.027 -2.046 -0.013  -0.25
3 C -0.086 -3.449 -0.769  0.10
4 O -0.041 -4.495 0.231  -0.74
5 C -1.286 -3.567 -1.811  -0.48
6 C -2.676 -2.985 -1.322  -0.11
7 C -3.427 -3.403 -0.209  0.11
8 N -2.986 -4.508 0.633  -0.78
9 C -4.773 -2.660 0.136  0.52
10 O -5.721 -3.187 0.742  -0.51
11 C -4.893 -1.132 -0.283  -0.25
12 C -4.185 -0.696 -1.426  -0.25
13 C -3.316 -1.790 -2.174  0.52
14 O -3.124 -1.810 -3.408  -0.53
15 H 1.994 -1.553 -0.459  0.37
16 H 0.896 -1.171 -1.692  0.36
17 H -0.958 -1.513 0.160  0.20
18 H 0.452 -2.275 1.025  0.22
19 H 0.882 -3.562 -1.382  0.17
20 H 0.230 -5.349 -0.153  0.47
21 H -0.983 -2.941 -2.726  0.25
22 H -1.421 -4.631 -2.226  0.23
23 H -3.834 -4.942 1.043  0.38
24 H -2.596 -5.238 0.019  0.38
25 H -5.523 -0.388 0.300  0.24
26 H -4.223 0.359 -1.833  0.24
27 C 3.346 2.493 -0.493  -0.74
28 C 3.518 1.184 -1.127  0.32
29 N 3.652 0.156 -1.624  -0.38
30 H 2.756 3.167 -1.117  0.26
31 H 2.835 2.411 0.470  0.28
32 H 4.307 2.980 -0.311  0.25
33 C 4.053 3.133 4.005  -0.73
34 C 2.962 3.156 3.030  0.32
35 N 2.104 3.173 2.263  -0.36
36 H 3.741 3.550 4.965  0.26
37 H 4.403 2.116 4.191  0.26
38 H 4.910 3.715 3.661  0.26
39 C 0.870 6.607 0.160  -0.73
40 C 2.248 6.218 -0.144  0.30
41 N 3.330 5.912 -0.383  -0.35
42 H 0.502 6.107 1.059  0.26
43 H 0.784 7.682 0.327  0.25
44 H 0.192 6.349 -0.656  0.26

Forces on the atoms, in the same order (eV/Å):
N -1.012 -0.528 0.601
C 1.075 -0.627 0.452
C 0.609 -0.258 -0.378
O -0.289 0.021 -0.443
C -0.650 0.547 -0.495
C -1.458 0.845 1.180
C 1.261 0.209 -1.342
N -2.154 0.511 -1.399
C -1.140 0.418 0.844
O 2.719 0.921 -1.399
C 1.951 0.505 -2.458
C -0.799 -1.878 1.893
C 0.702 -1.008 -1.269
O -0.596 0.733 3.312
H -0.735 0.360 -0.577
H 0.446 0.043 0.532
H 1.095 -0.634 -0.577
H -0.779 0.188 -1.414
H -1.394 0.349 0.691
H -0.164 0.737 -0.037
H -0.543 -0.865 1.286
H 0.314 1.361 0.818
H 0.581 0.500 -0.028
H 0.199 0.595 0.501
H 0.687 -1.488 -0.707
H 0.002 -1.522 0.459
C -0.048 0.096 0.116
C 0.017 0.063 -0.018
N 0.049 0.257 0.114
H 0.081 -0.187 -0.067
H 0.092 -0.225 -0.436
H -0.013 -0.149 -0.143
C 0.267 -0.010 0.210
C -0.024 0.033 0.097
N 0.157 0.134 0.524
H -0.162 -0.009 -0.174
H -0.180 0.026 -0.156
H -0.191 -0.008 -0.149
C -0.326 0.093 0.092
C -0.040 -0.007 0.026
N -0.286 0.075 0.078
H 0.235 -0.081 -0.075
H 0.213 -0.083 -0.061
H 0.226 -0.055 -0.023

As for the total energy: -1083.53729 hartree. As for the SMILES: NC[C@@H](O)CC1=C(N)C(=O)C=CC1=O.CC#N.CC#N.CC#N.

---

No. 3
C15H21NO2 | ωB97M-V with the def2-TZVPD basis set

Last column: natural (NBO) charge in e.
Element x y z (Å)
1 C -3.358 2.211 -0.716  -0.70
2 C -2.144 2.735 0.010  0.50
3 C -0.901 2.248 -0.515  -0.59
4 C 0.344 2.922 -0.231  0.49
5 C 1.552 2.315 -0.926  -0.71
6 O 0.461 3.877 0.549  -0.60
7 O -2.240 3.471 1.007  -0.62
8 H -3.271 1.134 -0.903  0.20
9 H -4.245 2.403 -0.114  0.22
10 H -3.465 2.706 -1.688  0.23
11 H -0.940 1.545 -1.359  0.19
12 H 1.365 1.298 -1.289  0.20
13 H 1.847 2.930 -1.789  0.23
14 H 2.383 2.292 -0.214  0.22
15 C -2.006 0.514 2.589  -0.43
16 N -1.327 -0.293 1.565  -0.33
17 C -1.747 -1.691 1.474  -0.42
18 C -0.222 0.143 0.985  0.25
19 C 0.661 -0.706 0.203  -0.20
20 C 0.224 -1.453 -0.922  -0.11
21 C 1.113 -2.299 -1.580  -0.24
22 C 2.443 -2.430 -1.147  0.02
23 C 3.371 -3.406 -1.808  -0.64
24 C 2.892 -1.649 -0.071  -0.24
25 C 2.030 -0.782 0.579  -0.09
26 H -2.928 -0.008 2.856  0.21
27 H -1.360 0.617 3.474  0.21
28 H -2.245 1.515 2.227  0.28
29 H -2.555 -1.819 2.198  0.22
30 H -2.117 -1.949 0.474  0.22
31 H -0.919 -2.369 1.723  0.22
32 H 0.162 1.090 1.384  0.26
33 H -0.807 -1.337 -1.279  0.21
34 H 0.774 -2.887 -2.448  0.22
35 H 4.350 -3.382 -1.325  0.22
36 H 2.989 -4.434 -1.746  0.23
37 H 3.510 -3.177 -2.871  0.23
38 H 3.936 -1.746 0.247  0.22
39 H 2.391 -0.149 1.397  0.22

Forces on the atoms, in the same order (eV/Å):
C -0.597 0.035 0.074
C 0.514 0.145 0.724
C 0.361 -0.241 -0.100
C -0.479 0.200 0.411
C 0.409 0.106 -0.145
O 0.441 -0.920 -0.708
O -0.479 -0.627 -0.870
H 0.030 0.111 0.001
H -0.087 0.010 -0.086
H 0.013 -0.055 0.137
H 0.067 0.443 0.225
H -0.005 0.275 0.024
H -0.028 -0.053 0.270
H 0.023 0.068 -0.170
C -0.011 0.219 0.165
N 0.673 -0.226 -0.165
C -0.209 -0.260 -0.164
C -0.645 1.170 1.060
C 0.817 -0.705 -0.950
C 0.212 0.235 0.516
C -0.022 -0.008 -0.023
C -0.296 0.188 0.261
C 0.180 -0.131 -0.149
C -0.059 -0.289 -0.330
C -0.912 0.311 0.068
H 0.217 0.298 0.037
H -0.197 -0.121 -0.179
H 0.123 -0.103 -0.141
H 0.200 -0.199 -0.259
H 0.031 0.105 0.299
H -0.180 0.207 -0.075
H -0.085 -0.512 -0.123
H 0.496 -0.090 0.155
H 0.156 0.364 0.476
H -0.083 -0.047 -0.111
H 0.022 0.229 0.016
H -0.046 -0.004 0.172
H -0.427 0.140 -0.074
H -0.137 -0.267 -0.266

As for the total energy: -789.31665 hartree.

---

No. 4
C15H21NO3 | ωB97M-V with the def2-TZVPD basis set

Last column: natural (NBO) charge in e.
Element x y z (Å)
1 O -3.294 -1.229 0.030  -0.63
2 C -4.031 -0.403 -0.445  0.81
3 O -5.338 -0.626 -0.611  -0.68
4 H -5.579 -1.516 -0.307  0.50
5 C -3.633 0.967 -0.928  -0.52
6 H -3.818 0.993 -2.005  0.24
7 H -4.300 1.698 -0.468  0.24
8 C -2.170 1.279 -0.622  -0.39
9 C -1.922 1.469 0.882  -0.50
10 C -0.568 0.891 1.278  0.69
11 O 0.383 1.573 1.601  -0.63
12 N -0.545 -0.455 1.228  -0.63
13 H -1.380 -0.952 0.947  0.42
14 C 0.667 -1.218 1.411  -0.23
15 H 0.674 -1.681 2.406  0.18
16 H 1.489 -0.501 1.362  0.24
17 C 0.813 -2.298 0.336  -0.41
18 C 2.269 -2.739 0.149  -0.38
19 H 2.813 -2.589 1.083  0.20
20 H 2.305 -3.805 -0.086  0.21
21 C 2.974 -1.979 -0.985  -0.42
22 C 2.898 -0.489 -0.811  -0.03
23 C 3.721 0.158 0.103  -0.18
24 C 3.620 1.522 0.303  -0.21
25 C 2.694 2.263 -0.410  -0.20
26 C 1.878 1.632 -1.331  -0.19
27 C 1.982 0.267 -1.531  -0.24
28 H 1.344 -0.218 -2.258  0.20
29 H 1.154 2.204 -1.894  0.21
30 H 2.605 3.325 -0.244  0.21
31 H 4.261 2.009 1.024  0.21
32 H 4.443 -0.418 0.667  0.20
33 H 2.512 -2.258 -1.935  0.20
34 H 4.021 -2.293 -1.016  0.21
35 H 0.432 -1.908 -0.609  0.20
36 H 0.193 -3.155 0.609  0.20
37 H -2.692 0.953 1.457  0.21
38 H -1.941 2.525 1.147  0.23
39 H -1.871 2.179 -1.160  0.22
40 H -1.558 0.455 -0.993  0.22

Forces on the atoms, in the same order (eV/Å):
O 0.157 -0.140 0.083
C 0.053 0.014 0.021
O -0.574 0.070 -0.147
H 0.307 0.089 0.024
C 0.291 0.027 -0.044
H -0.104 0.012 0.021
H -0.066 -0.002 -0.057
C -0.272 -0.086 0.026
C 0.283 0.054 -0.095
C -0.603 0.152 0.136
O 0.260 0.296 0.087
N -0.026 -0.545 0.031
H -0.027 0.173 -0.035
C 0.132 0.072 -0.051
H 0.125 0.042 -0.071
H -0.087 -0.144 0.076
C 0.127 -0.016 0.212
C -0.168 -0.072 -0.195
H 0.079 -0.060 0.069
H 0.072 -0.009 0.083
C 0.017 -0.079 0.231
C 0.095 -0.049 -0.165
C -0.002 -0.011 -0.048
C 0.054 0.042 0.053
C 0.013 0.089 -0.050
C -0.021 0.118 -0.015
C -0.013 -0.051 -0.008
H -0.038 -0.066 -0.061
H -0.058 0.057 -0.044
H -0.023 0.094 0.032
H 0.048 0.042 0.062
H 0.085 -0.062 0.060
H 0.036 -0.014 -0.017
H -0.011 -0.009 -0.095
H -0.083 0.008 -0.046
H -0.058 -0.010 -0.072
H -0.035 0.002 0.039
H 0.023 -0.067 0.058
H 0.010 -0.023 -0.044
H 0.000 0.063 -0.046

As for the total energy: -864.70718 hartree. As for the SMILES: O=C(O)CCCC(=O)NCCCCc1ccccc1.

---

Energy above the lowest of the compared OMol25 structures with the same formula, charge and spin in kcal per mole, matching the order above: 12.5; 150.0; 76.0; 4.8